Entry 1:
5 unconnected molecules or ions with the total composition C15H35N5O5. Source: the Open Molecules 2025 dataset; level of theory: ωB97M-V/def2-TZVPD.

Calculated values
Total charge   -1
Multiplicity   2
Kohn-Sham gap (spin up / spin down)   1.866 / 9.142 eV
Expectation value of S²   0.750
DFT total energy   -33807.6363 eV

Last column: Löwdin charge in e.
Positions of all 60 atoms, in Å:
C 4.13 -0.69 4.06  -0.408
O 3.66 -1.21 3.06  -0.014
N 5.22 0.08 4.05  -0.181
C 5.87 0.72 5.18  -0.201
C 5.82 0.53 2.79  -0.173
H 3.74 -0.75 5.09  0.118
H 6.09 1.77 4.96  0.061
H 6.63 0.18 5.74  0.069
H 5.12 0.74 5.97  0.049
H 5.40 -0.09 2.00  0.063
H 5.59 1.50 2.37  0.039
H 6.89 0.33 2.76  0.072
C -4.83 3.60 1.38  -0.298
O -5.80 4.01 0.73  -0.013
N -3.53 3.65 0.88  -0.207
C -3.19 4.13 -0.44  -0.059
C -2.53 2.95 1.57  -0.120
H -4.79 3.33 2.44  0.131
H -2.56 5.02 -0.45  0.083
H -4.10 4.60 -0.80  0.077
H -2.82 3.34 -1.10  0.091
H -2.02 3.63 2.25  0.082
H -2.93 2.25 2.30  0.076
H -1.91 2.26 1.00  0.071
C 0.22 -0.45 0.83  -0.359
O -0.69 -0.84 0.11  -0.016
N 0.75 0.79 0.91  -0.155
C 1.73 1.18 2.00  -0.136
C 0.48 1.83 -0.11  -0.100
H 0.66 -1.08 1.62  0.134
H 1.87 0.45 2.80  0.049
H 1.52 2.16 2.41  0.021
H 2.65 1.30 1.42  0.058
H -0.50 1.75 -0.56  0.061
H 0.70 2.81 0.32  0.058
H 1.20 1.82 -0.93  0.063
C -0.73 -0.72 -3.59  -0.291
O -1.90 -0.53 -3.81  0.014
N 0.10 -1.12 -4.67  -0.185
C 1.57 -1.15 -4.64  -0.080
C -0.46 -1.48 -5.96  -0.093
H -0.16 -0.75 -2.65  0.128
H 1.92 -2.15 -4.89  0.075
H 2.05 -0.97 -3.68  0.078
H 1.95 -0.46 -5.39  0.077
H -1.55 -1.48 -5.97  0.074
H -0.43 -0.72 -6.74  0.079
H -0.14 -2.44 -6.38  0.084
C -1.55 -3.62 -0.26  -0.403
O -0.57 -3.95 -0.89  -0.004
N -2.75 -3.54 -0.82  -0.155
C -3.98 -3.20 0.01  -0.043
C -3.07 -3.98 -2.19  -0.042
H -1.50 -3.60 0.84  0.136
H -4.79 -2.75 -0.57  0.073
H -3.78 -2.65 0.93  0.081
H -4.56 -4.09 0.29  0.066
H -3.74 -4.84 -2.18  0.081
H -3.53 -3.14 -2.70  0.082
H -2.15 -4.23 -2.71  0.080

---

Entry 2:
2 unconnected molecules or ions with the total composition C10H16O. Source: the Open Molecules 2025 dataset; level of theory: ωB97M-V/def2-TZVPD.

Calculated values
Total charge   -1
Multiplicity   2
Kohn-Sham gap (spin up / spin down)   2.630 / 6.831 eV
Expectation value of S²   0.762
DFT total energy   -12673.9431 eV

Last column: Löwdin charge in e.
Positions of all 27 atoms, in Å:
C -1.05 1.42 -2.09  -0.107
C 0.72 -0.38 -2.17  -0.124
C -0.59 0.04 -1.83  -0.385
C 1.09 -1.76 -1.99  -0.229
C 0.20 -2.61 -1.43  -0.226
C -1.56 -0.77 -1.19  -0.161
C -1.12 -2.14 -1.11  -0.189
H 1.39 0.44 -2.47  0.064
H 2.05 -2.35 -2.25  0.079
H -1.53 1.75 -1.18  0.056
H -2.04 1.34 -2.63  0.088
H 0.59 -3.59 -1.16  0.067
H -2.59 -0.73 -0.94  0.057
H -1.84 -2.89 -0.77  0.041
H -0.36 2.14 -2.34  0.031
C 0.30 0.90 1.61  -0.480
C 1.79 1.14 1.78  -0.057
C -0.25 -0.11 2.60  -0.053
O -0.37 2.17 1.84  -0.106
H 0.13 0.66 0.63  0.082
H 2.27 0.19 1.87  0.073
H -0.47 -1.11 2.34  0.055
H 0.31 -0.04 3.58  0.087
H -1.25 0.28 2.87  0.079
H 0.16 2.70 2.53  0.108
H 1.83 1.51 2.85  0.088
H 2.16 1.79 1.04  0.063

---

Entry 3:
15 unconnected molecules or ions with the total composition C5H37NO14. Source: the Open Molecules 2025 dataset; level of theory: ωB97M-V/def2-TZVPD.

Calculated values
Total charge   0
Multiplicity   1
Kohn-Sham gap   8.794 eV
DFT total energy   -35940.1406 eV

Last column: Löwdin charge in e.
Positions of all 57 atoms, in Å:
N 1.93 -0.02 1.41  0.000
C 1.63 -0.72 0.15  -0.220
C -3.10 -1.49 -1.30  -0.001
C -2.06 -1.69 -0.49  -0.160
C -0.64 -1.37 -0.88  -0.100
C 0.22 -1.25 0.14  -0.093
H 1.96 -0.59 2.26  0.076
H 2.68 0.64 1.34  0.090
H 2.30 -1.67 0.17  0.134
H 1.91 -0.18 -0.74  0.094
H -4.05 -2.05 -1.19  0.067
H -3.12 -0.79 -2.12  0.029
H -2.13 -2.21 0.47  0.110
H -0.52 -1.00 -1.86  0.063
H -0.12 -1.49 1.15  0.089
H 0.02 -4.08 0.03  0.053
H 1.10 -4.83 0.89  0.077
O 0.33 -4.24 0.92  -0.040
H 2.31 3.19 -2.07  0.000
H 2.22 4.49 -1.20  0.000
O 2.51 4.13 -2.05  -0.054
H -0.08 1.50 -2.97  0.006
H 0.53 1.71 -1.54  0.025
O 0.75 1.64 -2.48  -0.078
H 0.10 -2.58 -3.08  -0.023
H 0.82 -3.63 -3.79  0.031
O 0.21 -3.54 -3.05  -0.079
H -3.04 2.28 2.32  0.071
H -3.11 0.76 2.31  0.060
O -3.21 1.53 1.74  -0.039
H 0.12 3.74 -1.04  0.053
H -1.07 3.17 -0.22  0.020
O -0.12 3.06 -0.41  -0.065
H 2.15 -2.79 3.45  -0.004
H 2.98 -2.86 2.14  0.003
O 3.06 -2.66 3.08  -0.093
H 0.58 0.78 2.21  -0.001
H -0.52 1.77 1.83  0.010
O -0.11 1.39 2.60  -0.095
H -2.43 1.01 -3.08  0.036
H -2.09 1.23 -4.49  0.081
O -1.72 1.38 -3.61  -0.026
H 1.76 4.01 1.15  0.022
H 3.32 4.34 1.00  0.041
O 2.44 4.70 1.13  -0.055
H -0.06 -2.19 3.16  0.002
H 0.40 -3.53 2.53  0.010
O 0.45 -3.00 3.35  -0.087
H -3.13 2.27 0.18  0.014
H -2.52 2.61 -1.29  0.024
O -2.85 2.96 -0.47  -0.059
H -0.94 -1.07 4.72  0.059
H -0.74 0.05 3.70  0.018
O -1.19 -0.82 3.82  -0.076
H 1.87 -0.94 -3.81  0.063
H 0.92 -0.08 -2.89  0.002
O 1.11 -0.99 -3.23  -0.084

---

Entry 4:
2 unconnected molecules or ions with the total composition C2H5O2. Source: the Open Molecules 2025 dataset; level of theory: ωB97M-V/def2-TZVPD.

Calculated values
Total charge   -1
Multiplicity   1
Kohn-Sham gap   6.074 eV
DFT total energy   -6247.6480 eV

Last column: Löwdin charge in e.
Positions of all 9 atoms, in Å:
O -0.75 -2.85 0.64  -0.706
H 0.08 -2.94 0.03  -0.155
C -0.49 0.19 -0.31  -0.042
C 0.23 1.05 0.27  -0.277
O 0.94 2.03 -0.50  -0.083
H -0.55 -0.78 0.25  0.027
H -1.10 0.28 -1.22  0.071
H 0.43 0.89 1.36  0.116
H 1.16 1.66 -1.34  0.048

---

Entry 5:
A gas-phase ion, C4H7INO (charge +1). Source: the Open Molecules 2025 dataset; level of theory: ωB97M-V/def2-TZVPD.

Calculated values
Total charge   +1
SMILES string   O[C@H]1[NH2+]C=C[C@@H]1I
Multiplicity   1
Kohn-Sham gap   9.647 eV
DFT total energy   -15891.3533 eV

Last column: Löwdin charge in e.
Positions of all 14 atoms, in Å:
O 1.24 -0.05 1.69  0.007
C 0.06 -0.05 0.92  -0.294
N 0.04 1.32 -0.01  0.118
C -0.02 0.80 -1.38  -0.071
C -0.19 -0.49 -1.47  -0.105
C -0.21 -1.23 -0.16  -0.643
I -2.05 -2.28 0.34  0.896
H 1.22 -0.42 2.61  0.156
H -0.91 0.10 1.60  0.150
H 0.96 1.73 0.24  0.182
H -0.74 2.01 0.30  0.223
H 0.06 1.50 -2.21  0.138
H -0.12 -1.05 -2.45  0.157
H 0.64 -1.88 -0.01  0.087

---

Entry 6:
2 unconnected molecules or ions with the total composition C3H9NO2. Source: the Open Molecules 2025 dataset; level of theory: ωB97M-V/def2-TZVPD.

Calculated values
Total charge   0
SMILES string   CN(C)C=O.O
Multiplicity   1
Kohn-Sham gap   10.487 eV
DFT total energy   -8842.0966 eV

Last column: Löwdin charge in e.
Positions of all 15 atoms, in Å:
C 0.21 -0.64 -1.25  -0.048
N 0.35 -0.65 0.20  -0.194
C 1.58 -0.07 0.74  -0.050
C -0.73 -0.75 0.99  -0.357
O -1.88 -0.87 0.59  0.005
H -0.66 -1.21 -1.55  0.091
H 0.17 0.37 -1.63  0.086
H 1.10 -1.11 -1.69  0.089
H 2.40 -0.30 0.06  0.088
H 1.50 1.01 0.82  0.091
H 1.80 -0.52 1.70  0.085
H -0.48 -0.73 2.06  0.144
O -1.51 2.05 -0.16  -0.071
H -2.19 2.33 -0.79  0.041
H -1.66 1.09 -0.09  -0.001